The following is a quantum chemistry calculation of a structure of composition C23H30NO7Pr at a distorted geometry, from OMol25.

As for the LUMO energy (alpha / beta): 4.15 / 4.15 eV. The value obtained for the largest force on an atom is 0.0483 Eh/bohr. As for the energy: -54225.3619 eV.

Geometry as ORCA input:
```
! RIJCOSX wB97M-V def2-TZVPD def2/J DEFGRID3
* xyz -2 3
C 2.73031 -1.21763 -6.66421
C 2.86672 -0.95838 -5.13504
C 1.36076 -1.89347 -6.87166
C 0.85808 -2.41954 -5.47651
H 1.42832 -2.73719 -7.57218
H 0.63839 -1.16925 -7.26380
C 2.14252 -2.14045 -4.51627
H 2.37303 0.00708 -4.93479
H 3.92762 -0.92074 -4.82400
C 2.16571 -2.39033 -2.97064
H 2.77547 -2.99552 -4.83985
H 0.81002 -3.52613 -5.49563
C -0.57085 -1.99427 -5.34983
C 2.95875 0.05324 -7.47310
C 3.80399 -2.12241 -7.27590
O 3.58521 -2.99218 -8.10260
O 2.76925 1.18251 -7.05015
O 3.43722 -0.17902 -8.70842
O 5.03238 -1.84784 -6.82120
C 6.06749 -2.58455 -7.48363
H 6.98914 -2.21048 -7.04249
H 6.02626 -2.36552 -8.55845
H 5.94922 -3.65462 -7.30840
C 3.73835 1.03406 -9.40361
H 2.84930 1.67401 -9.46490
H 4.07306 0.72595 -10.39430
H 4.53344 1.57871 -8.87622
O 2.23018 -1.34140 -2.02040
H 3.06814 -3.01446 -2.76967
H 1.29405 -3.04041 -2.73316
C -1.56970 -2.92904 -4.83931
C -0.92682 -0.57382 -5.44371
H -1.29645 -0.30611 -6.45308
H -0.09560 0.11262 -5.19621
H -1.74754 -0.33590 -4.76146
H -2.27146 -2.39227 -4.19056
H -1.13561 -3.73734 -4.23152
H -2.13927 -3.40156 -5.65276
Pr 0.54286 -0.62674 -0.94791
C -0.59289 -1.91223 1.40675
C 0.01469 -3.01765 0.74359
C 1.42060 -2.78315 0.67315
H -0.50224 -3.93543 0.44341
C 1.69837 -1.55307 1.34955
C 0.44876 -1.00988 1.79750
H 0.31087 -0.10561 2.38909
H -1.65247 -1.82260 1.65207
H 2.16025 -3.45854 0.22780
H 2.69585 -1.13784 1.54776
C -1.07133 1.82765 -1.23244
C -0.40567 1.89592 0.03087
C 1.00193 1.97310 -0.21510
H -0.90336 1.94057 0.99684
C 1.20458 1.96352 -1.63436
C -0.07980 1.87846 -2.26365
H -0.29661 1.98167 -3.32645
H -2.14754 1.87948 -1.39298
H 1.78123 2.07306 0.54791
H 2.16587 2.07328 -2.15083
O -3.52918 -0.96155 -0.40997
N -2.70619 -0.47680 -1.15200
O -1.67555 -1.21553 -1.51020
*
```

Atomic partial charges in e from the Löwdin method, atoms 1 to 5: C -0.244; C -0.071; C -0.061; C -0.250; H 0.111


The following is a quantum chemistry calculation of a structure of composition C23H31B2Cl2F4N8O8Ti at a distorted geometry, from OMol25.

As for the LUMO energy (alpha / beta): -8.77 / -9.22 eV. The value obtained for the largest force on an atom is 0.0864 Eh/bohr. The energy relative to the best compared isomer or geometry (same formula, charge and spin) comes out at 0.0 kcal per mole. As for the energy: -113024.9110 eV.

Geometry as ORCA input:
```
! RIJCOSX wB97M-V def2-TZVPD def2/J DEFGRID3
* xyz 2 2
Ti 0.51778 1.50326 0.29708
C 4.02772 2.83634 2.38764
C 2.69853 2.59420 1.79861
N 2.25918 1.41377 1.34527
O 3.10778 0.31201 1.35050
B 3.68481 0.02439 -0.02449
F 4.61506 1.07394 -0.30213
F 4.27829 -1.27057 -0.03117
O 2.65903 0.03036 -1.15996
N 1.79063 1.09943 -1.20691
C 1.80082 1.83172 -2.32799
C 2.89260 1.61101 -3.38383
C 0.73695 2.82415 -2.30794
N -0.06289 2.67358 -1.30113
O -1.16091 3.49224 -1.19433
B -0.84739 4.60075 -0.33532
F -1.90010 5.43973 -0.28591
F 0.39771 5.22124 -0.83052
O -0.48449 4.25474 1.11168
N 0.53330 3.33586 1.16884
C 1.74374 3.68250 1.53738
C 2.14924 5.10655 1.68308
C 0.72722 3.90206 -3.36810
H 4.45858 1.92090 2.74469
H 3.84570 3.49710 3.23749
H 4.71117 3.32625 1.63638
H 2.61139 2.35608 -4.17415
H 2.78353 0.56981 -3.76934
H 3.89419 1.81066 -3.00797
H 2.73875 5.39576 0.76862
H 2.77260 5.21052 2.58091
H 1.25312 5.69705 1.75334
H 1.32777 3.55444 -4.20621
H 1.14643 4.83183 -2.93744
H -0.28772 4.07816 -3.76526
Cl -0.76604 -4.31998 3.91324
C 0.10234 -3.04763 4.95574
Cl 1.46292 -3.46549 5.98341
H -0.72768 -2.67746 5.54889
H 0.45442 -2.29242 4.20106
C -1.01609 -3.82502 -0.27015
N 0.17092 -3.06869 -0.55809
C 1.21614 -3.52391 0.33453
N 1.46362 -4.97673 0.19590
C 0.19308 -5.68309 0.45090
N -0.81878 -5.28327 -0.46270
C -0.35504 -5.62027 -1.80485
N 0.82804 -4.80429 -2.14172
C 0.55819 -3.37765 -1.96679
C 1.90555 -5.22228 -1.19589
H -1.79609 -3.53607 -0.98891
H -1.33023 -3.64530 0.72973
H 0.90479 -3.35761 1.37457
H 2.12541 -2.96241 0.11055
H -0.09485 -5.31080 1.51435
H 0.39434 -6.76314 0.44087
H -1.12344 -5.47161 -2.54178
H -0.04305 -6.66014 -1.71463
H -0.22315 -3.04294 -2.64404
H 1.44412 -2.80538 -2.16948
H 2.84690 -4.76096 -1.42653
H 2.07852 -6.30937 -1.28630
O -1.10216 0.82374 2.39392
C -1.70578 0.62214 1.31953
O -0.99851 0.27695 0.18762
C -3.17303 0.66845 1.01192
C -3.89660 1.46510 1.87364
C -5.18646 1.91092 1.60889
C -5.68222 1.48492 0.39681
O -6.87170 1.75022 -0.22855
C -6.98471 0.83262 -1.35674
O -5.71648 0.29799 -1.61922
C -4.96991 0.63410 -0.46160
C -3.73795 0.11103 -0.14200
H -3.34149 1.72914 2.78270
H -5.69646 2.54484 2.32884
H -7.36086 1.33652 -2.28294
H -7.65831 0.00221 -1.01613
H -3.19237 -0.51883 -0.85999
*
```

Atomic partial charges in e from the Löwdin method, atoms 1 to 5: Ti 1.379; C 0.046; C -0.149; N -0.033; O 0.072


The following is a quantum chemistry calculation of a structure of composition C23H31Cl2N4O3Tb at a distorted geometry, from OMol25.

As for the LUMO energy (alpha / beta): -0.23 / -0.12 eV. The value obtained for the largest force on an atom is 0.0544 Eh/bohr. The energy relative to the best compared isomer or geometry (same formula, charge and spin) comes out at 148.3 kcal per mole. As for the energy: -83932.9688 eV.

Geometry as ORCA input:
```
! RIJCOSX wB97M-V def2-TZVPD def2/J DEFGRID3
* xyz 0 7
O 0.92178 0.59060 -2.53875
C 1.66528 0.45270 -3.54593
C 1.76700 1.55669 -4.52547
C 0.69438 2.49768 -4.53253
H -0.10804 2.34853 -3.79139
C 0.67273 3.56075 -5.43259
H -0.18573 4.24283 -5.38861
C 1.70932 3.72703 -6.36802
H 1.62450 4.53504 -7.10824
C 2.80042 2.83694 -6.32796
H 3.62516 3.01992 -7.02594
C 2.83342 1.73939 -5.44622
H 3.65242 1.00695 -5.47278
H 2.28139 -0.46889 -3.64523
C -0.14110 -1.89179 -3.95796
C 0.68000 -1.81038 -2.78454
H -0.53142 -2.92733 -4.08673
H 0.53429 -1.62223 -4.80917
H -0.97316 -1.15637 -3.94806
C 0.94535 -2.40041 -1.64281
C 0.35973 -3.81667 -1.37922
H 1.61995 -2.05868 -0.82241
H 0.22221 -4.38858 -2.31839
H -0.63281 -3.77172 -0.89051
H 0.96935 -4.44468 -0.71544
Tb 0.67523 1.03856 -0.33771
Cl -1.71034 1.68485 -1.15601
Cl 2.75130 2.55867 -0.74539
H -0.30665 5.63925 -1.27600
H -2.34845 5.92001 -0.12923
C -0.29017 4.56567 -1.04772
C -2.34148 4.92149 0.31362
N -0.97461 4.40240 0.24646
H 0.75033 4.20219 -1.01252
C -0.57867 3.57043 1.21014
O 0.36378 2.73915 1.11203
H -2.63238 4.97881 1.36872
H -1.17515 3.61736 2.13872
H -0.84302 4.03203 -1.84483
H -3.04162 4.25359 -0.22247
H 3.59492 -1.62370 4.03520
H 4.98790 0.81482 3.78498
C 3.55102 -1.60887 2.94060
C 4.96857 0.48187 2.73604
N 3.72923 -0.24392 2.43856
H 2.58380 -1.99536 2.61660
C 2.79583 0.33015 1.68908
O 1.89477 -0.30827 1.07472
H 5.02424 1.36483 2.08432
H 2.82459 1.42229 1.56536
H 4.34684 -2.26786 2.57363
H 5.84177 -0.15996 2.55635
N -5.24333 0.47165 3.33778
C -4.21601 -0.04531 3.11136
C -2.93773 -0.63873 2.85246
C -2.34677 -1.53055 3.75906
C -1.09771 -2.05060 3.43719
C -0.48849 -1.63146 2.25084
N -0.96687 -0.64116 1.47981
C -2.20345 -0.19704 1.73683
H -2.84466 -1.79931 4.69102
H -0.59337 -2.76232 4.09008
H 0.43805 -2.09901 1.93461
H -2.60491 0.52368 1.01396
*
```

Atomic partial charges in e from the Löwdin method, atoms 1 to 5: O -0.324; C -0.207; C -0.169; C -0.018; H 0.099


- energy of number 3 (C23H31Cl2N4O3Tb)?
  -83932.9688 eV


Copy entry 3 word for word.
The following is a quantum chemistry calculation of a structure of composition C23H31Cl2N4O3Tb at a distorted geometry, from OMol25.

As for the LUMO energy (alpha / beta): -0.23 / -0.12 eV. The value obtained for the largest force on an atom is 0.0544 Eh/bohr. The energy relative to the best compared isomer or geometry (same formula, charge and spin) comes out at 148.3 kcal per mole. As for the energy: -83932.9688 eV.

Geometry as ORCA input:
```
! RIJCOSX wB97M-V def2-TZVPD def2/J DEFGRID3
* xyz 0 7
O 0.92178 0.59060 -2.53875
C 1.66528 0.45270 -3.54593
C 1.76700 1.55669 -4.52547
C 0.69438 2.49768 -4.53253
H -0.10804 2.34853 -3.79139
C 0.67273 3.56075 -5.43259
H -0.18573 4.24283 -5.38861
C 1.70932 3.72703 -6.36802
H 1.62450 4.53504 -7.10824
C 2.80042 2.83694 -6.32796
H 3.62516 3.01992 -7.02594
C 2.83342 1.73939 -5.44622
H 3.65242 1.00695 -5.47278
H 2.28139 -0.46889 -3.64523
C -0.14110 -1.89179 -3.95796
C 0.68000 -1.81038 -2.78454
H -0.53142 -2.92733 -4.08673
H 0.53429 -1.62223 -4.80917
H -0.97316 -1.15637 -3.94806
C 0.94535 -2.40041 -1.64281
C 0.35973 -3.81667 -1.37922
H 1.61995 -2.05868 -0.82241
H 0.22221 -4.38858 -2.31839
H -0.63281 -3.77172 -0.89051
H 0.96935 -4.44468 -0.71544
Tb 0.67523 1.03856 -0.33771
Cl -1.71034 1.68485 -1.15601
Cl 2.75130 2.55867 -0.74539
H -0.30665 5.63925 -1.27600
H -2.34845 5.92001 -0.12923
C -0.29017 4.56567 -1.04772
C -2.34148 4.92149 0.31362
N -0.97461 4.40240 0.24646
H 0.75033 4.20219 -1.01252
C -0.57867 3.57043 1.21014
O 0.36378 2.73915 1.11203
H -2.63238 4.97881 1.36872
H -1.17515 3.61736 2.13872
H -0.84302 4.03203 -1.84483
H -3.04162 4.25359 -0.22247
H 3.59492 -1.62370 4.03520
H 4.98790 0.81482 3.78498
C 3.55102 -1.60887 2.94060
C 4.96857 0.48187 2.73604
N 3.72923 -0.24392 2.43856
H 2.58380 -1.99536 2.61660
C 2.79583 0.33015 1.68908
O 1.89477 -0.30827 1.07472
H 5.02424 1.36483 2.08432
H 2.82459 1.42229 1.56536
H 4.34684 -2.26786 2.57363
H 5.84177 -0.15996 2.55635
N -5.24333 0.47165 3.33778
C -4.21601 -0.04531 3.11136
C -2.93773 -0.63873 2.85246
C -2.34677 -1.53055 3.75906
C -1.09771 -2.05060 3.43719
C -0.48849 -1.63146 2.25084
N -0.96687 -0.64116 1.47981
C -2.20345 -0.19704 1.73683
H -2.84466 -1.79931 4.69102
H -0.59337 -2.76232 4.09008
H 0.43805 -2.09901 1.93461
H -2.60491 0.52368 1.01396
*
```

Atomic partial charges in e from the Löwdin method, atoms 1 to 5: O -0.324; C -0.207; C -0.169; C -0.018; H 0.099